Record 1
{"formula": "C2H6NO", "method": "ωB97M-V/def2-TZVPD", "relative_energy_ev": 3.390, "homo_lumo_gap_ev": 10.75, "e_lumo_ev": -5.2, "charge": 1, "molar_mass_g_mol": 60.1, "elements": ["C", "C", "N", "O", "H", "H", "H", "H", "H", "H"], "positions_angstrom": [[-0.415, 1.796, -1.464], [0.234, 0.709, -0.846], [0.313, -1.585, 0.958], [0.983, 1.457, -1.534], [-0.897, 1.794, -2.458], [-0.758, 2.707, -0.832], [0.175, -0.379, 0.129], [-0.662, -1.904, 1.095], [0.842, -1.425, 1.860], [0.852, -2.432, 0.563]], "forces_ev_per_angstrom": [[-3.225, 3.306, -0.504], [-0.226, -1.561, 1.180], [1.115, -0.645, -0.290], [1.661, -0.419, 0.683], [0.132, -0.541, 0.718], [1.093, -1.538, -0.965], [1.160, -0.573, -0.498], [0.844, 0.126, 0.488], [-1.365, 0.024, -1.041], [-1.189, 1.820, 0.229]]}



Record 2
{"formula": "C3H5N4", "method": "ωB97M-V/def2-TZVPD", "relative_energy_ev": 6.045, "homo_lumo_gap_ev": [7.85, 7.87], "e_lumo_ev": [-6.7, -6.7], "charge": 1, "molar_mass_g_mol": 97.1, "elements": ["C", "C", "C", "N", "N", "N", "N", "H", "H", "H", "H", "H"], "positions_angstrom": [[-0.277, -0.697, 0.116], [-0.192, 0.472, -0.452], [-0.813, 1.410, -1.290], [1.953, 0.024, 1.226], [0.766, -2.071, 1.732], [0.713, -1.204, 0.928], [1.809, 0.898, 0.493], [-1.020, -1.418, 0.138], [-1.740, 1.887, -0.760], [-0.104, 2.269, -1.610], [-1.043, 1.082, -2.352], [-0.052, -2.651, 1.830]], "forces_ev_per_angstrom": [[0.349, 1.529, -0.628], [1.222, -1.625, 0.657], [-0.798, 3.404, -1.424], [1.040, 2.580, -1.823], [0.428, -1.012, 0.728], [1.266, 0.464, 1.079], [-1.273, -1.580, 0.855], [-2.035, -0.786, -0.826], [1.596, -0.834, -1.083], [-0.858, -1.050, 1.077], [-0.107, -0.445, 1.370], [-0.830, -0.645, 0.017]]}



Record 3
{"formula": "C2H10NSi", "method": "ωB97M-V/def2-TZVPD", "relative_energy_ev": 3.236, "homo_lumo_gap_ev": 11.84, "smiles": "C[C@@H]([NH3+])[SiH3]", "e_lumo_ev": -3.8, "charge": 1, "molar_mass_g_mol": 76.2, "elements": ["C", "C", "N", "Si", "H", "H", "H", "H", "H", "H", "H", "H", "H", "H"], "positions_angstrom": [[-0.751, 1.115, 0.929], [0.008, -0.327, 0.195], [-1.063, -0.766, -0.710], [1.831, -0.095, -0.501], [-0.370, 0.963, 1.935], [-0.583, 2.099, 0.644], [-1.818, 0.788, 0.939], [-0.002, -1.053, 0.971], [-1.964, -0.453, -0.257], [-0.962, -1.804, -0.807], [-0.822, -0.334, -1.583], [2.380, 0.768, 0.426], [1.648, 0.498, -1.741], [2.467, -1.400, -0.440]], "forces_ev_per_angstrom": [[0.866, -5.345, 0.603], [-0.338, 3.794, 1.267], [0.148, -1.505, 0.378], [-1.634, -1.601, 1.066], [-0.232, 0.461, 0.243], [0.444, 1.421, -1.236], [0.564, 0.845, 0.142], [0.166, -0.300, 0.984], [0.779, -0.749, -1.345], [-0.784, 1.000, -0.221], [-0.942, 0.306, -0.995], [0.923, 1.326, 1.332], [-0.117, 0.674, -1.930], [0.156, -0.325, -0.288]]}



Record 4
{"formula": "C3H2ClNO2", "method": "ωB97M-V/def2-TZVPD", "relative_energy_ev": 0.537, "homo_lumo_gap_ev": 11.00, "smiles": "O=C1NC(=O)C1Cl", "e_lumo_ev": 0.5, "charge": 0, "molar_mass_g_mol": 119.5, "elements": ["O", "C", "N", "C", "O", "C", "Cl", "H", "H"], "positions_angstrom": [[1.259, 0.511, 1.826], [0.573, 0.283, 0.864], [-0.520, 0.994, 0.311], [-0.800, -0.035, -0.763], [-1.707, -0.061, -1.516], [0.510, -0.716, -0.354], [0.493, -2.297, 0.285], [-1.012, 1.828, 0.545], [1.205, -0.508, -1.197]], "forces_ev_per_angstrom": [[-0.756, -0.825, -1.169], [-0.166, 2.078, -0.958], [0.183, -2.598, -1.375], [0.170, 2.634, 2.705], [0.304, -0.608, -0.275], [0.406, 0.820, 0.015], [-0.009, -1.565, -0.233], [-0.253, 0.554, 0.423], [0.121, -0.490, 0.868]]}